Molecular formula: C32H39OSi
Method: DFT, the ωB97M-V functional and the def2-TZVPD basis

E_HOMO = -10.553 eV
Molar mass = 467.7 u
Net charge = +1
Electronic energy = -43735.1859 eV
Relative energy (zero: lowest compared OMol25 entry of this formula, charge and spin) = 28.9 kcal per mole

Cartesian coordinates (Å):
C: 0.3352 2.9507 1.4008
Si: 1.6239 1.8453 2.0912
C: 3.3544 2.5753 1.9520
C: 1.2907 1.1959 3.7796
O: 1.5814 0.4858 0.9775
C: 2.6763 0.1568 0.2417
C: 2.7782 0.7155 -1.0876
C: 3.2444 -0.3995 -2.0232
C: 2.4592 -1.6896 -2.2758
C: 2.7051 -2.9424 -1.3647
C: 1.8474 -2.9822 -0.0686
C: 2.5510 -2.3047 1.0936
C: 3.3931 -1.0260 0.7706
H: 0.3889 3.9261 1.8873
H: 0.4454 3.1070 0.3251
H: -0.6633 2.5432 1.5709
H: 3.3348 3.6294 2.2737
H: 4.0635 2.0184 2.5850
H: 3.7404 2.5358 0.9194
H: 1.4038 2.0105 4.5023
H: 0.2763 0.8046 3.8781
H: 1.9770 0.3986 4.0752
H: 1.6722 1.0135 -1.4154
H: 3.3955 0.0036 -3.0177
H: 4.2444 -0.6537 -1.7400
H: 1.3807 -1.5000 -2.2916
H: 2.7283 -2.0742 -3.2877
H: 2.4521 -3.8554 -1.9412
H: 3.7788 -3.0404 -1.1059
H: 0.8775 -2.5038 -0.2629
H: 1.6183 -4.0462 0.1726
H: 1.8194 -2.1392 1.8788
H: 3.2234 -3.0671 1.5248
H: 4.2658 -1.3039 0.1664
H: 3.7710 -0.7264 1.7687
C: 9.7473 1.7847 -0.1157
C: 8.7054 0.9229 -0.4966
C: 7.4105 1.3757 -0.6888
C: 7.0692 2.7320 -0.5095
C: 5.6629 3.1523 -0.7301
C: 4.8656 2.3720 -1.5783
C: 3.4044 2.1639 -1.6187
C: 2.8534 2.5365 -3.0568
C: 1.6306 3.2253 -3.2276
C: 0.9488 3.1698 -4.4628
C: 1.4965 2.4922 -5.5650
C: 2.7515 1.8996 -5.4160
C: 3.4614 2.0160 -4.2091
C: 5.2516 4.4242 -0.0769
C: 4.3549 5.3344 -0.6964
C: 4.0248 6.5434 -0.0666
C: 4.5245 6.8438 1.2117
C: 5.3271 5.9115 1.8852
C: 5.7038 4.7371 1.2378
C: 8.1206 3.6056 -0.0889
C: 9.4080 3.1278 0.1065
H: 10.7655 1.4227 0.0289
H: 8.9315 -0.1216 -0.6516
H: 6.6159 0.6721 -0.9685
H: 5.4338 1.8228 -2.3632
H: 2.8640 2.8185 -0.8923
H: 1.2211 3.8662 -2.4193
H: -0.0053 3.6982 -4.5838
H: 0.9196 2.3646 -6.4841
H: 3.2110 1.3792 -6.2545
H: 4.5117 1.6927 -4.1747
H: 4.0150 5.1298 -1.7237
H: 3.3960 7.2745 -0.5909
H: 4.2358 7.7660 1.7161
H: 5.7071 6.1098 2.8890
H: 6.3708 4.0311 1.7491
H: 7.9154 4.6758 0.0855
H: 10.1977 3.8180 0.4205

Forces on atoms 1 to 6 (eV/Å):
-0.321 0.219 0.032
0.470 0.343 -0.165
-0.261 -0.455 -0.019
-0.183 -0.163 0.168
3.077 -0.374 -1.259
-3.510 -0.155 1.911

Löwdin population analysis, charges in e, atoms 1 to 8: -0.138, 0.498, -0.120, -0.145, -0.063, -0.143, -0.129, -0.165